(1)
{"formula": "C18H30N6SiZr", "method": "ωB97M-V with the def2-TZVPD basis set", "charge": 2, "e_lumo_ev": [-8.50, -8.51], "de_lowest_kcal_mol": 54.9, "homo_ev": [-14.332, -14.334], "elements": ["Zr", "N", "C", "C", "N", "C", "H", "H", "H", "H", "C", "Si", "C", "C", "H", "H", "H", "H", "H", "H", "H", "H", "H", "C", "N", "C", "N", "C", "N", "C", "N", "C", "C", "H", "H", "H", "H", "H", "H", "H", "H", "H", "H", "H", "H", "C", "C", "C", "C", "C", "C", "H", "H", "H", "H", "H"], "xyz": [[0.039, -0.762, -0.289], [4.561, -0.601, 0.543], [4.337, -0.435, -0.799], [2.986, -0.419, -0.933], [2.390, -0.571, 0.312], [3.379, -0.688, 1.174], [5.465, -0.663, 0.988], [5.134, -0.344, -1.515], [2.428, -0.295, -1.856], [3.283, -0.840, 2.236], [-3.045, -0.923, 1.400], [-2.658, -0.949, -0.448], [-3.624, 0.381, -1.341], [-3.035, -2.621, -1.190], [-3.982, -1.460, 1.576], [-3.180, 0.095, 1.767], [-2.307, -1.413, 2.044], [-4.676, 0.082, -1.354], [-3.315, 0.494, -2.382], [-3.580, 1.358, -0.858], [-4.120, -2.732, -1.265], [-2.646, -3.435, -0.578], [-2.627, -2.732, -2.197], [-1.039, 2.060, 0.908], [-1.161, 3.487, 0.869], [0.039, 4.094, 1.455], [1.235, 3.701, 0.704], [1.382, 2.274, 0.739], [0.184, 1.567, 0.132], [0.033, 2.106, -1.286], [-0.102, 3.534, -1.304], [-1.286, 3.922, -0.524], [1.088, 4.137, -0.685], [-1.920, 1.600, 0.462], [-0.928, 1.718, 1.939], [0.138, 3.775, 2.493], [-0.061, 5.177, 1.432], [1.481, 1.924, 1.767], [2.263, 1.979, 0.169], [-0.861, 1.645, -1.730], [0.930, 1.825, -1.852], [-2.177, 3.477, -0.970], [-1.386, 5.006, -0.555], [0.987, 5.220, -0.717], [1.976, 3.855, -1.254], [0.974, -5.531, 0.415], [1.528, -4.851, -0.667], [1.233, -3.512, -0.860], [0.365, -2.843, 0.026], [-0.192, -3.553, 1.096], [0.119, -4.889, 1.302], [1.222, -6.573, 0.570], [2.194, -5.365, -1.346], [1.711, -2.998, -1.694], [-0.869, -3.068, 1.792], [-0.304, -5.428, 2.138]], "lowdin_charge": [1.76, 0.11, -0.03, -0.18, -0.10, -0.13, 0.18, 0.14, 0.11, 0.15, -0.22, 0.41, -0.22, -0.22, 0.05, 0.03, 0.01, 0.05, 0.04, 0.01, 0.05, 0.02, 0.03, -0.18, -0.07, -0.13, -0.08, -0.17, -0.23, -0.19, -0.07, -0.12, -0.13, 0.07, 0.14, 0.14, 0.14, 0.13, 0.11, 0.12, 0.12, 0.13, 0.14, 0.14, 0.14, -0.03, -0.05, -0.13, -0.38, -0.12, -0.04, 0.12, 0.12, 0.09, 0.09, 0.12]}

=====

(2)
{"formula": "C18H30O7S6SiTc", "method": "ωB97M-V with the def2-TZVPD basis set", "e_lumo_ev": [-2.12, -2.35], "homo_ev": [-8.215, -8.297], "spin_multiplicity": 4, "s_squared": 3.782, "elements": ["Tc", "O", "C", "O", "C", "O", "O", "C", "S", "C", "C", "S", "S", "C", "S", "S", "H", "H", "H", "C", "C", "C", "C", "O", "Si", "S", "O", "C", "C", "C", "C", "O", "C", "C", "C", "C", "H", "H", "H", "H", "H", "H", "H", "H", "H", "H", "H", "H", "H", "H", "H", "H", "H", "H", "H", "H", "H", "H", "H", "H", "H", "H", "H"], "xyz": [[-0.125, 1.146, 2.205], [2.054, -0.978, 4.847], [1.232, -0.345, 4.248], [1.368, 0.573, 3.373], [-0.361, -0.610, 4.462], [-0.759, -1.421, 5.248], [-0.998, 0.155, 3.663], [2.714, 5.550, 3.610], [1.063, 6.231, 3.237], [0.140, 5.192, 4.316], [-0.366, 3.998, 3.927], [-0.343, 3.461, 2.271], [-1.179, 3.051, 5.161], [-0.997, 4.223, 6.456], [-1.580, 3.984, 7.955], [-0.131, 5.667, 5.973], [3.410, 6.091, 2.978], [2.722, 4.490, 3.371], [2.945, 5.731, 4.654], [-1.787, -3.777, 0.541], [-1.998, -2.656, -0.478], [-2.044, -3.231, -1.892], [-3.274, -1.871, -0.187], [-0.865, -1.783, -0.348], [-0.297, -0.536, -1.183], [-0.504, 1.299, 0.016], [-1.197, -0.243, -2.473], [-1.033, 0.499, -3.687], [-0.369, -0.446, -4.689], [-0.164, 1.732, -3.463], [-2.442, 0.898, -4.125], [1.287, -0.592, -1.428], [2.305, -1.589, -1.285], [1.879, -2.843, -2.043], [3.572, -0.996, -1.901], [2.496, -1.896, 0.199], [-2.615, -4.478, 0.495], [-1.730, -3.373, 1.547], [-0.865, -4.312, 0.325], [-2.904, -3.887, -1.997], [-1.142, -3.801, -2.103], [-2.120, -2.423, -2.612], [-4.146, -2.512, -0.288], [-3.354, -1.044, -0.888], [-3.246, -1.471, 0.823], [0.591, -0.757, -4.286], [-0.213, 0.048, -5.643], [-0.985, -1.329, -4.838], [0.824, 1.430, -3.126], [-0.602, 2.373, -2.701], [-0.070, 2.292, -4.391], [-3.056, 0.014, -4.280], [-2.396, 1.463, -5.050], [-2.904, 1.512, -3.357], [1.672, -2.598, -3.082], [0.975, -3.243, -1.596], [2.659, -3.597, -2.005], [3.409, -0.780, -2.955], [4.393, -1.700, -1.813], [3.843, -0.074, -1.396], [1.566, -2.287, 0.607], [2.761, -0.990, 0.738], [3.281, -2.633, 0.342]], "mulliken_spin": [2.74, 0.03, 0.01, 0.05, -0.01, 0.02, 0.04, 0.00, 0.00, 0.03, -0.01, 0.08, 0.01, 0.00, 0.00, 0.00, 0.00, 0.00, 0.00, 0.00, 0.00, 0.00, 0.00, 0.01, 0.00, -0.02, 0.00, 0.00, 0.00, 0.01, 0.00, 0.03, 0.00, 0.00, 0.00, 0.00, 0.00, 0.00, 0.00, 0.00, 0.00, 0.00, 0.00, 0.00, 0.00, 0.00, 0.00, 0.00, 0.00, 0.00, 0.00, 0.00, 0.00, 0.00, 0.00, 0.00, 0.00, 0.00, 0.00, 0.00, 0.00, 0.00, 0.00]}

=====

(3)
{"formula": "C18H31BN3O7P", "method": "ωB97M-V with the def2-TZVPD basis set", "charge": 2, "e_lumo_ev": -7.62, "homo_ev": -13.365, "elements": ["C", "C", "C", "C", "O", "O", "P", "O", "O", "C", "C", "O", "O", "B", "N", "O", "H", "H", "H", "H", "H", "H", "H", "H", "H", "H", "H", "H", "H", "H", "H", "H", "H", "C", "N", "C", "C", "C", "C", "C", "C", "C", "C", "N", "C", "C", "C", "H", "H", "H", "H", "H", "H", "H", "H", "H", "H", "H", "H", "H", "H"], "xyz": [[6.530, 1.755, -2.984], [7.225, 0.670, -3.802], [6.481, -0.668, -3.733], [5.372, -0.747, -4.778], [4.218, -1.497, -4.392], [3.719, -0.852, -3.186], [2.125, -1.062, -3.077], [1.381, -1.440, -4.267], [1.823, 0.340, -2.391], [0.663, 0.545, -1.590], [1.147, 0.581, -0.150], [0.027, 0.894, 0.697], [1.912, -2.076, -1.864], [2.670, -3.179, -1.443], [3.506, -3.898, -2.303], [2.448, -3.528, -0.109], [6.555, 1.515, -1.916], [5.484, 1.869, -3.287], [7.009, 2.727, -3.118], [7.274, 0.998, -4.847], [8.251, 0.536, -3.451], [6.045, -0.789, -2.738], [7.181, -1.494, -3.881], [5.056, 0.245, -5.120], [5.698, -1.315, -5.655], [-0.106, -0.213, -1.768], [0.245, 1.518, -1.854], [1.590, -0.384, 0.117], [1.910, 1.361, -0.082], [0.364, 1.094, 1.574], [3.790, -4.825, -2.028], [3.441, -3.799, -3.305], [3.194, -3.336, 0.466], [-0.343, -1.989, 1.875], [-1.570, -1.224, 2.199], [-1.544, -0.319, 3.193], [-2.657, 0.431, 3.496], [-3.823, 0.252, 2.752], [-3.829, -0.695, 1.736], [-2.685, -1.423, 1.483], [-5.038, 1.066, 3.031], [-5.628, 1.821, 2.023], [-6.764, 2.552, 2.301], [-7.307, 2.540, 3.527], [-6.748, 1.824, 4.519], [-5.611, 1.081, 4.301], [-8.545, 3.307, 3.810], [0.016, -2.525, 2.750], [0.410, -1.295, 1.516], [-0.584, -2.690, 1.083], [-0.608, -0.217, 3.726], [-2.598, 1.157, 4.295], [-4.711, -0.886, 1.140], [-2.632, -2.169, 0.703], [-5.214, 1.860, 1.024], [-7.261, 3.157, 1.556], [-7.242, 1.865, 5.480], [-5.195, 0.509, 5.119], [-8.353, 3.998, 4.627], [-9.335, 2.611, 4.081], [-8.827, 3.858, 2.919]], "lowdin_charge": [-0.11, -0.26, -0.18, -0.18, -0.10, -0.16, 0.43, -0.18, -0.15, -0.18, -0.21, -0.09, 0.01, -0.78, 0.25, 0.13, 0.07, 0.07, 0.07, 0.11, 0.11, 0.11, 0.11, 0.13, 0.14, 0.13, 0.14, 0.10, 0.14, 0.08, 0.10, 0.09, 0.10, 0.06, -0.06, 0.01, 0.06, -0.13, 0.06, 0.04, -0.12, 0.06, 0.03, -0.07, 0.03, 0.06, 0.06, 0.12, 0.08, 0.11, 0.16, 0.14, 0.14, 0.16, 0.15, 0.16, 0.16, 0.14, 0.12, 0.12, 0.11]}

=====

(4)
{"formula": "C18H31Cl3CsF5GeI2N4S2Se2Si2", "method": "ωB97M-V with the def2-TZVPD basis set", "charge": -2, "e_lumo_ev": 3.13, "de_lowest_kcal_mol": 2.5, "homo_ev": -1.722, "elements": ["Cs", "I", "C", "I", "H", "H", "C", "C", "N", "N", "C", "S", "N", "N", "H", "H", "H", "H", "H", "H", "F", "C", "C", "F", "C", "F", "C", "S", "C", "F", "C", "F", "Cl", "Si", "Cl", "Cl", "C", "Ge", "C", "C", "C", "Se", "C", "H", "H", "H", "H", "H", "H", "H", "H", "H", "H", "H", "H", "H", "H", "C", "Si", "C", "C", "Se", "H", "H", "H", "H", "H", "H", "H", "H", "H"], "xyz": [[12.645, 15.033, 14.534], [14.164, 14.253, 8.784], [14.332, 15.563, 10.516], [15.296, 17.433, 10.022], [15.010, 15.123, 11.187], [13.326, 15.853, 10.794], [11.517, 16.816, 7.403], [10.298, 16.156, 7.975], [9.498, 15.279, 7.383], [8.555, 14.996, 8.325], [8.855, 15.464, 9.561], [8.089, 15.173, 10.991], [9.936, 16.294, 9.301], [10.713, 17.028, 10.233], [12.433, 16.463, 7.910], [11.427, 17.911, 7.593], [11.607, 16.611, 6.290], [7.834, 14.310, 8.104], [10.443, 18.006, 10.140], [10.438, 16.710, 11.182], [20.308, 14.443, 14.600], [19.112, 14.974, 14.879], [18.088, 14.978, 13.941], [18.296, 14.495, 12.695], [16.879, 15.511, 14.316], [15.799, 15.195, 13.530], [16.608, 16.111, 15.583], [15.322, 17.139, 15.897], [17.635, 15.903, 16.537], [17.399, 16.157, 17.852], [18.827, 15.265, 16.214], [19.608, 14.775, 17.200], [8.196, 14.043, 17.028], [8.969, 15.628, 15.710], [7.380, 16.599, 14.864], [10.415, 16.982, 16.546], [7.290, 22.228, 12.549], [8.560, 20.835, 13.131], [8.134, 20.561, 15.027], [8.281, 19.082, 12.184], [10.428, 21.403, 12.797], [11.458, 19.906, 12.175], [11.881, 19.061, 13.863], [6.330, 21.836, 12.277], [7.623, 22.823, 11.653], [7.188, 22.929, 13.394], [8.587, 19.636, 15.325], [7.054, 20.458, 15.155], [8.506, 21.430, 15.575], [7.243, 18.872, 12.399], [8.862, 18.263, 12.666], [8.545, 19.113, 11.126], [10.907, 21.741, 13.722], [10.480, 22.160, 12.004], [11.145, 18.249, 14.063], [11.893, 19.840, 14.608], [12.871, 18.651, 13.710], [10.582, 10.379, 15.309], [12.419, 10.146, 15.129], [12.697, 8.316, 14.785], [13.398, 10.739, 16.630], [13.119, 11.611, 13.558], [10.134, 9.657, 15.940], [10.133, 10.231, 14.313], [10.413, 11.389, 15.718], [12.190, 7.686, 15.468], [13.755, 8.083, 14.787], [12.257, 8.058, 13.814], [13.344, 9.999, 17.429], [12.928, 11.693, 16.875], [14.411, 10.887, 16.223]], "lowdin_charge": [0.41, 0.68, -1.06, 0.63, -0.08, -0.06, -0.04, -0.34, 0.08, -0.02, -0.85, 0.59, -0.10, 0.12, -0.01, 0.08, 0.10, 0.15, 0.04, 0.08, 0.08, -0.17, -0.15, 0.09, -0.22, -0.03, -0.70, 0.47, -0.25, 0.04, -0.15, 0.08, -0.07, -0.63, 0.08, -0.04, -0.24, 0.76, -0.21, -0.26, -0.63, 0.84, -0.40, 0.00, 0.02, 0.01, -0.01, 0.02, 0.02, 0.00, 0.00, 0.00, 0.01, 0.01, -0.01, 0.03, 0.00, -0.25, -0.03, -0.24, -0.27, -0.09, -0.01, 0.03, 0.03, -0.01, 0.01, 0.02, 0.01, 0.01, 0.01]}